[1]
Molecular formula: H14NO5
Method: DFT, ωB97M-V with the def2-TZVPD basis set

CARTESIAN COORDINATES (ANGSTROEM)
N (-0.508, -0.478, 0.352)
H (0.035, -0.120, -0.430)
H (-0.735, -1.475, 0.090)
H (-0.173, -0.449, 1.331)
H (-1.398, 0.030, 0.372)
H (-0.289, -3.267, -1.538)
H (-1.097, -2.014, -1.901)
O (-0.295, -2.300, -1.435)
H (0.138, -1.891, 3.348)
H (0.370, -0.492, 3.714)
O (-0.082, -1.011, 3.033)
H (1.878, 3.892, 0.738)
H (1.373, 4.015, -0.628)
O (2.092, 3.611, -0.154)
H (-3.291, 1.742, -1.628)
H (-2.912, 0.550, -2.217)
O (-2.685, 1.025, -1.413)
H (2.575, -0.131, -1.283)
H (2.643, -0.458, 0.252)
O (2.363, -0.778, -0.603)

- spin multiplicity = 1
- total charge = +1
- LUMO energy (eV) = -3.0755
- energy above the lowest of the compared OMol25 structures with the same formula, charge and spin (kJ/mol) = 141.4

[2]
Molecular formula: C5H9N2OS
Method: DFT, ωB97M-V with the def2-TZVPD basis set

CARTESIAN COORDINATES (ANGSTROEM)
C (-0.214, -2.326, -0.360)
N (-0.819, -0.973, -0.392)
C (-0.154, 0.193, 0.218)
C (0.140, 1.225, -0.879)
C (0.735, 2.457, -0.308)
O (-0.164, 0.871, -1.986)
N (-0.559, 0.530, 1.520)
C (0.634, -0.079, 1.559)
S (2.070, -0.571, 1.909)
H (0.772, -2.269, -0.960)
H (-0.193, -2.521, 0.659)
H (-0.729, -3.000, -0.898)
H (-1.838, -1.117, -0.082)
H (-0.759, -0.784, -1.463)
H (-0.002, 2.751, 0.300)
H (0.775, 3.115, -1.150)
H (1.641, 2.095, 0.165)
H (-1.334, 0.406, 2.146)

- spin multiplicity = 1
- total charge = +1
- LUMO energy (eV) = -3.9030
- energy above the lowest of the compared OMol25 structures with the same formula, charge and spin (kJ/mol) = 372.2
- SMILES string = C[NH2+][C@@]1(C(C)=O)NC1=S

[3]
Molecular formula: C35H47N5O2PtS
Method: DFT, ωB97M-V with the def2-TZVPD basis set

CARTESIAN COORDINATES (ANGSTROEM)
Pt (-2.206, 0.957, 0.181)
C (4.281, 3.791, -3.112)
C (3.796, 2.513, -2.430)
C (3.935, 1.332, -3.411)
C (4.660, 2.251, -1.181)
C (2.341, 2.598, -2.022)
C (1.789, 1.509, -1.267)
C (0.442, 1.505, -0.905)
N (-0.178, 0.592, -0.175)
C (0.188, -0.767, 0.109)
C (-0.083, -2.537, -1.053)
C (-0.643, -3.516, 0.029)
C (0.102, -3.034, 2.463)
C (0.170, -1.721, 2.702)
C (0.542, -0.730, 1.651)
O (1.188, 0.258, 1.907)
C (-0.045, -1.139, 4.112)
C (-0.665, -2.181, 5.047)
C (-1.007, 0.058, 4.058)
C (1.301, -0.708, 4.720)
C (-1.286, -4.821, -0.504)
C (-1.977, -5.567, 0.643)
C (-2.352, -4.493, -1.556)
C (-0.201, -5.696, -1.135)
C (-0.382, 2.646, -1.222)
O (-1.584, 2.630, -0.772)
C (0.157, 3.742, -1.975)
C (1.518, 3.653, -2.353)
C (-0.695, 4.935, -2.333)
C (0.066, 5.949, -3.192)
C (-1.134, 5.641, -1.031)
C (-1.931, 4.456, -3.127)
H (5.335, 3.681, -3.364)
H (4.188, 4.660, -2.457)
H (3.746, 3.988, -4.042)
H (4.986, 1.209, -3.674)
H (3.371, 1.511, -4.327)
H (3.594, 0.390, -2.974)
H (5.710, 2.288, -1.470)
H (4.485, 1.268, -0.743)
H (4.495, 3.010, -0.415)
H (2.438, 0.709, -0.939)
H (-0.213, -2.823, -2.091)
H (-0.122, -3.679, 3.303)
H (-1.612, -2.566, 4.662)
H (-0.865, -1.709, 6.009)
H (0.007, -3.018, 5.239)
H (-2.004, -0.258, 3.739)
H (-0.652, 0.850, 3.399)
H (-1.103, 0.485, 5.057)
H (2.016, -1.533, 4.696)
H (1.147, -0.431, 5.764)
H (1.734, 0.142, 4.200)
H (-2.654, -4.912, 1.199)
H (-1.276, -6.016, 1.347)
H (-2.580, -6.379, 0.237)
H (-3.190, -3.945, -1.119)
H (-2.748, -5.421, -1.969)
H (-1.962, -3.914, -2.394)
H (0.608, -5.923, -0.439)
H (0.233, -5.223, -2.019)
H (-0.634, -6.645, -1.451)
H (1.936, 4.470, -2.917)
H (0.920, 6.377, -2.664)
H (-0.608, 6.769, -3.434)
H (0.405, 5.519, -4.135)
H (-0.273, 6.037, -0.493)
H (-1.695, 4.984, -0.370)
H (-1.774, 6.481, -1.302)
H (-1.638, 3.854, -3.989)
H (-2.459, 5.333, -3.500)
H (-2.617, 3.881, -2.510)
N (-5.744, 0.967, 2.630)
C (-4.665, 0.676, 1.901)
S (-4.094, 1.919, 0.764)
N (-4.082, -0.473, 1.976)
N (-2.999, -0.661, 1.174)
C (-2.570, -1.939, 1.221)
C (-1.603, -2.368, 0.358)
C (0.406, -3.771, 1.174)
C (1.843, -3.474, 0.801)
C (2.209, -2.475, 0.010)
C (1.157, -1.706, -0.714)
N (-0.987, -1.475, -0.511)
H (-6.193, 1.864, 2.572)
H (-6.119, 0.276, 3.261)
H (-3.065, -2.587, 1.932)
H (0.345, -4.828, 1.417)
H (2.594, -4.077, 1.298)
H (3.254, -2.247, -0.158)
H (1.530, -1.228, -1.620)

- spin multiplicity = 5
- total charge = +2
- LUMO energy (spin up / spin down) (eV) = -5.9455 / -9.0567
- energy above the lowest of the compared OMol25 structures with the same formula, charge and spin (kJ/mol) = 0.0

[4]
Molecular formula: CH4BrOP
Method: DFT, ωB97M-V with the def2-TZVPD basis set

CARTESIAN COORDINATES (ANGSTROEM)
O (-0.138, -1.276, -0.026)
C (-0.655, -0.141, 0.422)
P (0.996, 1.388, 0.074)
Br (-2.370, 0.199, -0.208)
H (-0.063, -1.291, -1.061)
H (-0.802, -0.220, 1.492)
H (1.714, 0.228, 0.608)
H (1.318, 1.113, -1.301)

- spin multiplicity = 1
- LUMO energy (eV) = 0.3320
- energy above the lowest of the compared OMol25 structures with the same formula, charge and spin (kJ/mol) = 149.3
- SMILES string = O[C@@H](P)Br